# 1
Below is C17H31Cl3O2P2Pb as an isolated structure at a distorted geometry, with properties calculated with the ωB97M-V functional and the def2-TZVPD basis.

Structure (XYZ):
```
56
Properties=species:S:1:pos:R:3:forces:R:3
P 0.1556 1.9889 1.1839 -0.5649 0.3830 -2.6094
P 1.3344 0.5546 -1.9157 1.2265 1.7114 -2.4945
C 1.8523 2.1009 0.4709 0.3131 0.0464 0.4989
C 1.9446 2.1053 -1.0601 0.0538 0.6548 -0.2877
H 2.4722 1.2923 0.8804 -0.1341 0.0597 -0.0324
H 2.2768 3.0352 0.8772 0.0302 -0.1964 -0.1437
H 1.4394 2.9942 -1.4669 -0.2180 -0.2794 0.0875
H 2.9927 2.2436 -1.3632 -0.2091 -0.1468 0.2334
C 3.1827 -0.0150 -2.3632 0.1560 0.0750 0.2280
H 3.1466 -0.9779 -2.8965 0.1484 0.2738 0.1907
H 3.7934 -0.1470 -1.4553 -0.0666 0.0633 -0.2388
H 3.7065 0.6978 -3.0172 -0.1986 -0.0845 0.1681
C 1.1618 0.8054 -3.8021 0.0353 0.4216 -0.7509
H 1.9430 1.4892 -4.1680 -0.1403 -0.2019 0.1364
H 0.1824 1.1991 -4.1271 0.5321 -0.1683 0.2336
H 1.3066 -0.1733 -4.2871 0.0792 0.4611 0.1199
C 0.4470 1.9863 2.9723 0.8711 0.9380 1.3214
H -0.4916 1.9479 3.5352 0.0789 -0.0385 -0.2600
H 0.9401 2.9344 3.2198 0.1729 0.1226 0.4773
H 1.1089 1.1718 3.2906 -0.1874 0.0473 -0.2214
C -0.4595 3.6754 0.8835 0.1034 0.4691 0.5771
H -0.5784 3.8770 -0.1885 0.0479 -0.2047 0.3120
H 0.2339 4.4093 1.3096 -0.1601 0.0649 -0.0100
H -1.4306 3.7818 1.3800 0.0958 0.1239 -0.1522
Pb -0.9301 -1.3071 3.7844 0.2073 -0.3582 -0.8100
C 0.7114 -1.3614 -2.0907 -0.3378 -2.5183 -0.6600
C 1.2950 -0.9254 -0.8285 -1.2083 -0.0505 1.8878
C 0.4331 -0.8455 0.4570 -0.6484 -0.3454 0.0273
C -0.9726 -0.1672 0.3269 -0.6082 -0.5742 -0.5878
C -0.8951 1.2138 -0.3750 -0.9658 -1.4561 1.7357
C -0.5421 1.0213 -1.8155 0.7101 -0.3536 0.4473
C -1.4114 -0.0691 -2.5068 0.2777 0.4185 0.2462
C -0.7666 -1.4690 -2.3400 -0.2779 -0.6060 -0.5064
C -3.0641 -0.7888 3.8296 -0.3147 0.3450 0.2776
H 1.3644 -1.9040 -2.7964 -0.4236 0.3271 0.5734
H 2.2963 -1.2842 -0.5817 -0.2719 0.0511 -0.3153
H 1.0386 -0.3771 1.2525 -0.1242 0.0760 -0.3426
H 0.2617 -1.8608 0.8429 0.1107 0.1267 -0.3819
H -1.6403 -0.8557 -0.1897 0.1694 -0.0128 -0.1672
H -1.5280 -0.1105 1.2883 0.7903 0.2891 -0.2707
H -1.8629 1.7401 -0.3039 0.1312 -0.1394 0.3305
H -0.6609 1.9721 -2.3482 0.2437 -0.0704 0.0244
H -1.4731 0.1284 -3.5852 0.0384 0.0907 0.2871
H -2.4431 -0.0349 -2.1374 0.1352 -0.0960 0.0662
H -1.2605 -2.1511 -1.6250 0.1856 0.5974 0.1431
H -0.9367 -1.9982 -3.2821 0.3230 0.0106 -0.0895
H -3.5844 -1.4147 3.1021 0.0390 0.2013 0.1395
H -3.1405 0.2792 3.5767 -0.2974 -0.2910 0.1700
H -3.4162 -0.9851 4.8503 -0.2214 0.2377 -0.2289
Cl -1.4261 -6.2752 2.1542 -0.0038 -0.0774 0.1644
C -1.2670 -4.6165 2.6434 0.0431 0.2238 -0.2444
Cl -2.3693 -4.2327 4.0230 0.2487 -0.2140 -0.2364
Cl 0.4210 -4.2697 3.1973 -0.3391 -0.3612 -0.2350
C -1.5778 -3.6237 1.4471 0.1722 1.2141 -0.8210
O -1.6773 -4.0133 0.2895 0.0827 0.0245 1.7364
O -1.6363 -2.3910 1.8483 0.0683 -1.3043 0.2566
```
Forces are in eV/Å.

E_LUMO (spin up / spin down), eV: -0.7325 / -0.8113
Orbital gap (spin up / spin down), eV: 5.9858 / 4.3312
Maximum force, eV/A: 3.264
ΔE to the lowest compared entry with this formula, charge and spin, eV: 4.994
E, eV: -83612.0902

Atomic partial charges in e from the natural (NBO) method, atoms 1 to 8:
1. P 1.2464
2. P 1.5700
3. C -0.7369
4. C -0.7412
5. H 0.2282
6. H 0.2214
7. H 0.2254
8. H 0.2378

# 2
Below is C17H31ClO3Si3Tl as an isolated structure at a distorted geometry, with properties calculated with the ωB97M-V functional and the def2-TZVPD basis.

Structure (XYZ):
```
56
Properties=species:S:1:pos:R:3:forces:R:3
Tl -0.6462 -0.4823 -2.2505 0.0289 0.0032 0.3348
C 0.9016 3.6011 -3.2363 0.3996 -0.3693 2.0730
O 0.0682 2.7047 -2.4239 1.0579 0.1929 -1.4686
Si 0.1114 2.9215 -0.7983 -2.8527 0.4951 0.5002
C 1.2049 4.3683 -0.3819 1.0331 0.2591 1.3838
C -1.7263 3.5678 -0.5327 1.1649 -0.0468 -0.1994
C 0.3591 1.2280 0.0350 0.5098 1.0739 0.6854
Si -0.8264 0.8073 1.4714 -0.8869 -1.2188 -0.3222
C -2.5212 0.1896 0.8083 -0.4511 -0.6077 0.6219
C -1.0760 2.2195 2.6184 1.1836 1.1011 0.1526
C -0.2140 -0.6923 2.4144 -0.6014 -0.7981 0.1516
Si 2.1658 0.7117 0.0807 2.4593 -0.3701 -0.0247
C 2.4122 -1.1433 0.3527 -0.6678 0.8326 2.5181
C 3.0715 1.2029 -1.5454 -1.3749 -0.0341 -0.1876
C 3.2716 1.6212 1.4076 -0.4458 -0.4362 -1.2594
H 1.5090 4.2092 -2.4986 -0.6678 -0.3883 -1.6466
H 0.3189 4.1784 -3.9161 -0.7160 0.6531 -0.0971
H 1.5532 3.0125 -3.8321 0.7438 -0.6627 -0.4224
H 1.0004 5.3727 -0.7796 -0.1950 -0.5990 -0.6092
H 2.2916 4.1745 -0.4486 -0.4221 0.1174 -0.1974
H 1.0648 4.5992 0.6770 -0.0752 -0.3919 0.3905
H -1.6089 4.6452 -0.2803 -0.5387 -0.6589 -0.0467
H -2.4559 3.0548 0.0868 0.2704 0.1347 0.6048
H -2.1801 3.4654 -1.5169 0.1371 0.3765 -0.3121
H -2.7792 0.5291 -0.1825 0.1438 -0.0420 -0.7073
H -3.4540 0.4737 1.3627 1.0606 -0.0719 0.0840
H -2.4912 -0.9310 0.8402 -0.0623 0.8517 -0.2688
H -0.0392 2.6529 2.7132 -0.8607 -0.2719 0.5405
H -1.5017 1.9368 3.6065 0.4015 0.2066 -0.7139
H -1.6428 3.0284 2.1479 -0.1665 -0.2137 0.2427
H -0.3867 -1.6141 1.8168 0.5720 0.5444 0.1443
H -0.8273 -0.8966 3.2893 -0.6395 0.3911 0.1427
H 0.7570 -0.6846 2.8847 0.6896 0.0497 -0.4277
H 1.4317 -1.5324 0.7247 1.2264 -0.1326 -0.2625
H 3.2572 -1.3430 1.0822 -1.1758 0.3684 -0.5137
H 2.7091 -1.6370 -0.5085 0.2573 -1.0439 -1.9323
H 3.2962 2.2927 -1.5430 -0.4125 -0.6367 -0.4151
H 2.4402 0.8574 -2.4169 0.6508 0.8179 0.5544
H 4.0178 0.6948 -1.6604 0.3152 -0.2670 0.2487
H 3.3862 2.6138 1.0188 -0.1911 0.9087 0.0732
H 4.3196 1.2923 1.5271 -0.6964 -0.5446 -0.1407
H 2.7521 1.6369 2.3357 -0.1401 0.1918 1.0262
Cl -2.5560 -8.1439 0.0293 0.1005 0.8811 -0.1387
C -1.8995 -6.5423 -0.0967 -1.1816 -0.4227 0.0796
C -0.5348 -6.3813 0.0816 0.5800 -1.1809 0.4131
C 0.0212 -5.1604 -0.0092 3.2572 1.3859 0.4906
C -0.7320 -3.9532 -0.3292 0.0244 0.9687 0.3301
O -0.2565 -2.7848 -0.4141 0.0926 -1.4067 -0.1550
C -2.1608 -4.1252 -0.4412 1.1962 -2.9907 -0.0130
C -3.0100 -3.0787 -0.9177 -2.7339 -0.3028 0.2784
O -2.8159 -2.2747 -1.7924 0.5129 0.4710 0.0665
C -2.7094 -5.4252 -0.3107 -0.4288 1.9985 -0.5272
H 0.0212 -7.2901 0.3530 0.0310 0.6757 -0.2228
H 1.1545 -5.0410 0.2297 -2.1988 -0.0938 -0.5920
H -4.0321 -3.2214 -0.4391 0.4401 0.6882 -0.5686
H -3.7841 -5.4855 -0.4928 0.2432 -0.4351 0.2613
```
Forces are in eV/Å.

E_LUMO (spin up / spin down), eV: -5.0124 / -5.8154
Orbital gap (spin up / spin down), eV: 7.0761 / 5.9890
Maximum force, eV/A: 3.574
Net charge: +1
E, eV: -65117.1328

Atomic partial charges in e from the natural (NBO) method, atoms 1 to 8:
1. Tl 0.9513
2. C -0.2418
3. O -0.9543
4. Si 1.9507
5. C -1.2158
6. C -1.1382
7. C -1.4103
8. Si 1.6777

# 3
Below is one molecule with the formula C17H31F3O, with properties calculated with the ωB97M-V functional and the def2-TZVPD basis.

Structure (XYZ):
```
52
Properties=species:S:1:pos:R:3:forces:R:3
C -5.5455 -0.1306 -0.3413 0.0989 -0.2406 0.0209
H -6.5180 -0.5519 -0.0954 -0.1093 0.0494 0.0385
C -4.5442 -1.2434 -0.6269 0.0670 0.1379 -0.1486
C -3.1898 -0.7239 -1.1103 0.0024 -0.0011 0.1626
C -2.4467 0.1646 -0.1104 -0.0434 -0.1243 0.0479
C -2.1465 -0.4840 1.2426 0.0035 -0.0692 -0.1256
C -1.2993 -1.7560 1.1763 0.0594 0.3293 0.0000
C 0.1155 -1.4946 0.6651 -0.2157 -0.4379 0.0888
C 0.9722 -2.7591 0.6704 0.1900 0.2914 0.0528
C 2.4625 -2.5150 0.4170 -0.1387 -0.2266 -0.2014
C 2.7950 -1.9608 -0.9744 -0.0491 0.1371 0.1458
C 2.8160 -0.4312 -1.0467 0.2861 -0.2083 0.0423
C 4.0619 0.1728 -0.4023 -0.1764 0.1961 -0.2065
C 4.0132 1.6990 -0.2970 0.0653 -0.1470 0.2187
C 2.8878 2.2038 0.6175 -0.0301 0.0628 -0.2163
C 1.6636 2.7003 -0.1551 0.5017 -0.3108 0.2458
C 0.4253 2.7207 0.6801 -0.4145 0.4082 -0.4223
O 0.2473 2.1897 1.7364 -0.0011 0.0000 0.0246
C -0.7220 3.5437 0.0126 -0.4694 0.0864 0.0798
F -1.8741 3.4615 0.6692 0.0955 -0.1081 0.1393
F -0.3880 4.8440 -0.0582 0.2115 0.0580 0.1297
F -0.9420 3.1373 -1.2492 0.1395 -0.1882 -0.0458
H 1.4513 2.0399 -1.0033 -0.0461 0.0713 -0.0290
H 1.8338 3.6958 -0.5734 -0.0685 -0.0429 -0.0482
H 2.5778 1.4038 1.2913 0.0005 0.0116 0.0725
H 3.2509 3.0230 1.2396 -0.0377 -0.0349 0.0818
H 4.9721 2.0384 0.0982 0.0222 0.0648 -0.0742
H 3.9034 2.1321 -1.2932 0.0705 0.0630 -0.0835
H 4.1915 -0.2387 0.6003 0.0667 -0.0333 0.0661
H 4.9397 -0.1131 -0.9865 0.0448 -0.0867 0.0226
H 2.7767 -0.1230 -2.0951 -0.0786 0.1103 -0.0110
H 1.9300 -0.0493 -0.5464 -0.1408 0.0961 -0.0205
H 2.0625 -2.3433 -1.6884 0.0095 -0.0885 -0.0741
H 3.7744 -2.3319 -1.2858 0.0020 -0.0233 -0.0910
H 2.8444 -1.8400 1.1848 0.0799 0.0047 0.1045
H 2.9774 -3.4703 0.5435 0.0611 0.0382 0.0823
H 0.5887 -3.4560 -0.0791 -0.0321 -0.0906 0.0022
H 0.8725 -3.2433 1.6457 -0.0657 -0.0614 0.0012
H 0.0574 -1.1052 -0.3516 0.0642 0.1531 -0.0601
H 0.5786 -0.7371 1.3028 0.0613 0.1418 -0.0357
H -1.7866 -2.4986 0.5422 -0.0354 -0.1323 0.0015
H -1.2369 -2.1784 2.1827 -0.0029 -0.0933 -0.0134
H -3.0883 -0.7154 1.7428 -0.0596 0.0448 0.0921
H -1.6240 0.2510 1.8609 -0.0612 -0.0059 0.0765
H -1.5098 0.4824 -0.5754 0.0058 0.1080 -0.0102
H -3.0331 1.0671 0.0696 0.0621 0.0954 -0.0399
H -3.3442 -0.1448 -2.0248 0.0234 -0.0530 -0.0826
H -2.5608 -1.5777 -1.3715 0.0479 -0.0182 -0.1023
H -4.4088 -1.8505 0.2698 -0.0146 -0.1103 0.0100
H -4.9536 -1.8963 -1.4024 0.0089 -0.0716 0.0733
H -5.6602 0.5105 -1.2129 -0.0431 0.1185 -0.0750
H -5.2209 0.4820 0.4955 -0.0180 0.1302 0.0930
```
Forces are in eV/Å.

E_LUMO, eV: 0.6836
Orbital gap, eV: 11.2248
Maximum force, eV/A: 0.719
ΔE to the lowest compared entry with this formula, charge and spin, eV: 0.132
E, eV: -28332.8840
SMILES: CCCCCCCCCCCCCCCC(=O)C(F)(F)F

Atomic partial charges in e from the natural (NBO) method, atoms 1 to 8:
1. C -0.6090
2. H 0.2088
3. C -0.3962
4. C -0.3960
5. C -0.4000
6. C -0.4050
7. C -0.3823
8. C -0.4104

Among the records above, which one has the lowest maximum force? C17H31F3O